# C37H33Br34F9N2

A molecular structure, C37H33Br34F9N2 (ωB97M-V with the def2-TZVPD basis set, the Open Molecules 2025 dataset).

```
115
Properties=species:S:1:pos:R:3:mulliken_charge:R:1
C 4.24437 -2.80030 3.13416 -0.8879
C 2.90752 -2.16291 2.88224 0.3953
C 2.08299 -1.85770 3.96486 -1.0046
C 0.84958 -1.26798 3.72928 -1.2105
C 0.43139 -0.98866 2.43558 -0.2268
C 1.24471 -1.27767 1.34741 1.4078
C 0.84728 -0.96131 -0.08681 -1.9186
C -0.28536 0.03380 -0.15945 1.2776
C -1.62642 -0.47893 -0.12147 -0.0402
C -1.84103 -1.97315 -0.04173 -2.1346
C -1.74865 -2.56052 -1.48088 -0.5052
C -1.29479 -3.99438 -1.50729 0.6338
F -0.20426 -4.22477 -0.76411 -0.1595
F -2.27725 -4.82373 -1.09928 -0.3117
F -0.98692 -4.37415 -2.77056 -0.3011
C -2.68431 0.39793 -0.16932 1.3064
C -4.11881 -0.08067 -0.10823 -1.0155
C -4.58654 -0.59439 1.27227 -1.5363
C -5.23106 0.40059 2.21591 0.7285
F -5.58114 -0.32153 3.32983 -0.3101
Br -3.96524 1.72898 2.83657 -0.0788
C -6.54147 1.05677 1.62535 0.5068
F -6.88774 0.49330 0.46030 -0.1673
F -6.39121 2.37460 1.45385 -0.2084
Br -8.06711 0.85181 2.83692 -0.0817
C -2.43826 1.78711 -0.31082 -0.4138
N -3.51926 2.62281 -0.33423 -0.2859
C -3.23011 3.88989 -0.43151 -0.6829
C -1.91067 4.38448 -0.53083 -0.7673
N -0.87114 3.60269 -0.50154 -0.2988
C -1.11181 2.26886 -0.35907 1.2555
C -0.01657 1.37499 -0.25917 0.3486
C 1.43208 1.81706 -0.28822 -0.9612
C 1.86374 3.16617 0.29907 -1.7597
C 1.54496 3.32723 1.79412 0.2520
F 0.76656 2.34896 2.29468 -0.1237
Br 0.70444 5.08598 2.08030 -0.0745
C 2.86505 3.36817 2.60250 0.5344
F 3.57475 2.25371 2.31539 -0.1404
F 3.61641 4.41484 2.22387 -0.1690
Br 2.59540 3.45225 4.51248 -0.0957
C 2.47818 -1.86426 1.60399 -0.2676
H 4.59295 -3.38328 2.28632 -0.0413
H 4.98451 -2.04557 3.39733 0.3870
H 4.16262 -3.47260 3.98652 0.3507
H 2.42564 -2.07213 4.96802 0.4726
H 0.21483 -1.04603 4.57659 0.4826
H -0.54104 -0.52956 2.31586 0.5556
H 1.73785 -0.56572 -0.56927 0.9552
H 0.60687 -1.87145 -0.62719 -0.1039
H -1.07614 -2.43730 0.57092 0.3395
H -2.84064 -2.19815 0.30781 0.7796
H -1.00176 -1.97466 -2.01661 0.4346
H -2.68968 -2.46557 -2.01735 0.0834
H -4.18868 -0.93319 -0.78453 0.0776
H -4.79017 0.66315 -0.51778 0.6991
H -5.36501 -1.33609 1.07450 0.3946
H -3.79458 -1.12464 1.79351 0.5757
H -4.05333 4.59612 -0.43349 0.5190
H -1.74787 5.45167 -0.62217 0.5890
H 1.73451 1.83325 -1.34077 0.4893
H 2.07614 1.07699 0.17861 -0.0331
H 2.94873 3.20879 0.19619 0.6600
H 1.50157 4.00006 -0.28357 0.6398
H 3.15298 -2.10509 0.79071 0.0652
C -2.20698 1.89470 -5.06681 -0.2887
Br -0.69426 0.72808 -5.30504 -0.0089
Br -3.77593 1.21794 -5.93745 0.0630
Br -2.49108 2.30571 -3.20554 0.2384
H -1.96976 2.82609 -5.56195 0.2155
C 6.63048 4.54881 4.65535 -0.1647
Br 8.53186 4.83575 4.71492 -0.0488
Br 6.02056 3.53326 6.16894 -0.0142
Br 5.66865 6.20369 4.47881 -0.0220
H 6.42373 3.96102 3.77242 0.2116
C 7.70678 -3.80775 5.06717 -0.3803
Br 7.36534 -3.71792 3.17539 0.0835
Br 8.38474 -2.13253 5.73617 -0.0486
Br 6.18343 -4.40244 6.08077 -0.0478
H 8.48070 -4.54780 5.20617 0.3765
C 3.30371 -4.84310 -3.20895 -0.4162
Br 2.72279 -6.52618 -2.48702 -0.0121
Br 2.99936 -3.39548 -1.97212 0.0837
Br 5.14034 -4.89330 -3.76802 -0.0497
H 2.70171 -4.64671 -4.08361 0.4143
C -6.11005 4.46318 -8.03164 -0.3567
Br -6.69857 4.15448 -6.22936 0.0068
Br -4.23619 4.89995 -8.09939 0.0029
Br -6.52717 2.97237 -9.17283 -0.0065
H -6.65251 5.31770 -8.40769 0.3351
C 0.78373 2.13897 -8.82720 -0.2405
Br 2.51748 2.60308 -9.51452 -0.0229
Br -0.02347 3.61298 -7.89357 0.0079
Br -0.37328 1.45818 -10.20131 -0.0039
H 0.92384 1.34771 -8.10466 0.2371
C -6.55884 -1.04650 -4.06923 -0.4141
Br -7.23488 0.50320 -3.15422 -0.0119
Br -6.91663 -0.97258 -5.95860 -0.0541
Br -4.68468 -1.29084 -3.72038 0.0645
H -7.07707 -1.90770 -3.67484 0.4420
C 6.82425 -6.84373 0.08692 -0.3970
Br 5.67142 -5.30217 0.00717 0.1140
Br 7.22543 -7.51145 -1.67170 -0.0486
Br 8.42746 -6.46062 1.07787 -0.0613
H 6.29277 -7.62632 0.60779 0.4061
C -9.68823 1.48643 6.64000 -0.3054
Br -7.86357 1.88573 6.19756 -0.0101
Br -10.59061 3.01084 7.38749 -0.0224
Br -10.65872 0.76216 5.13764 -0.0743
H -9.67156 0.72069 7.40101 0.3664
C 8.21986 -0.42222 0.85578 -0.4244
Br 9.89621 -1.28370 0.47680 -0.0215
Br 6.73377 -1.43510 0.16037 0.0458
Br 8.01689 -0.07037 2.73399 0.0142
H 8.22423 0.52887 0.34466 0.3690
```

Summary:
- Lowest unoccupied orbital energy: -0.420 eV
- Total energy: -2447785.051 eV
- Kohn-Sham gap: 8.42 eV
- 2S+1: 1
- Strongest force on any atom: 1.2 eV/Å
- Charge: 0

---

# C37H33FN11O4SeZr

A molecular structure, C37H33FN11O4SeZr (ωB97M-V with the def2-TZVPD basis set, the Open Molecules 2025 dataset).

```
88
Properties=species:S:1:pos:R:3:mulliken_charge:R:1
Zr -0.21083 -0.37628 0.55634 -0.5449
C 4.12442 4.95636 2.50324 -1.5621
C 2.95388 4.11149 2.08942 0.4904
C 1.99864 4.58121 1.19218 -1.2374
C 0.92707 3.79728 0.80479 0.0907
C 0.73014 2.51007 1.31082 0.3363
N -0.37126 1.73014 0.91021 1.5320
C -1.61278 2.38086 0.74348 0.1107
C -1.98905 3.41352 1.61516 0.0667
C -3.24270 3.98618 1.59463 -1.1156
C -4.22266 3.53401 0.71504 0.3893
C -5.61982 4.08362 0.73554 -1.6714
C -3.86221 2.52705 -0.16471 -0.8679
C -2.57645 1.98828 -0.19661 -0.3597
N -2.34115 1.05257 -1.26434 0.0571
C -2.93805 1.07807 -2.47094 -0.2574
C -2.48583 0.00883 -3.20607 -1.7836
C -1.58579 -0.63672 -2.36698 -0.5332
N -1.49136 0.00632 -1.20461 0.6636
C 1.71608 2.03128 2.18856 -0.9855
C 2.79912 2.81667 2.56118 -0.3387
N 1.69840 0.69678 2.73123 1.3576
C 1.93771 0.34514 4.00212 -0.2522
C 2.08105 -1.02494 4.05407 -1.6619
C 1.90066 -1.44730 2.74343 -0.6056
N 1.67701 -0.40952 1.93139 -0.1800
H 4.02019 5.97393 2.13383 0.4061
H 5.06006 4.55362 2.11313 0.3128
H 4.21499 5.00288 3.58850 0.3587
H 2.09727 5.57814 0.78316 0.3818
H 0.19568 4.18999 0.11018 0.5617
H -1.26087 3.77193 2.33102 0.4664
H -3.47185 4.78126 2.29347 0.4306
H -5.62014 5.15363 0.93843 0.4055
H -6.21748 3.60377 1.51237 0.2922
H -6.12370 3.92140 -0.21534 0.3880
H -4.60974 2.13419 -0.83956 0.6762
H -3.62871 1.86102 -2.72166 0.5595
H -2.77660 -0.26811 -4.20192 0.5024
H -1.00777 -1.53282 -2.51670 0.7910
H 3.54514 2.39229 3.22116 0.6153
H 1.99309 1.09928 4.76904 0.7041
H 2.27979 -1.62732 4.92057 0.4994
H 1.89211 -2.44134 2.32087 0.7318
F 0.28316 2.64378 5.66063 -0.3787
C -0.79308 1.84356 5.68961 0.2555
C -1.39524 1.45573 4.56865 -0.1184
N -2.48388 0.60862 4.58292 0.0552
C -3.09398 0.16667 3.34898 -1.0473
C -2.08669 -0.35010 2.36699 1.3837
O -0.87243 -0.50259 2.68704 -0.5533
O -2.40425 -0.59400 1.16864 -0.6285
C -3.01931 0.13216 5.77161 0.4493
O -3.97276 -0.60681 5.81281 -0.6345
N -2.35886 0.55662 6.90809 -0.0478
C -1.24638 1.39075 7.00341 0.1190
O -0.73199 1.66329 8.05695 -0.5893
H -1.03827 1.77528 3.60078 0.7141
H -3.69216 0.94361 2.86515 0.0733
H -3.76996 -0.65671 3.59963 0.4901
H -2.73297 0.20785 7.78205 0.2438
Se 3.24886 0.35501 -0.30969 0.3235
N 3.82923 1.53161 -1.46154 -0.8362
C 2.77403 2.05115 -2.06898 0.4357
C 2.83768 3.09535 -3.04579 -0.7008
C 1.66513 3.54595 -3.54214 -0.9073
C 0.43309 2.95775 -3.08341 -0.3181
N 0.32343 2.00680 -2.20791 0.3176
C 1.49437 1.54171 -1.67804 0.6813
N 1.51782 0.59204 -0.75292 0.3332
H 3.79778 3.48453 -3.35133 0.5374
H 1.62390 4.33476 -4.27855 0.4482
H -0.49661 3.33048 -3.50209 0.4773
C -0.85695 -3.41803 1.55087 -0.9001
C 0.07838 -3.39291 0.38251 0.2470
C 0.65396 -4.48227 -0.19272 -1.0105
C 1.36315 -4.03403 -1.34681 -0.9988
C 1.19354 -2.68906 -1.43850 0.2506
C 1.62677 -1.84691 -2.60030 -1.2244
N 0.43636 -2.22754 -0.34733 1.1724
H -0.93288 -4.45024 1.89134 0.5183
H -1.86948 -3.09125 1.29521 0.1591
H -0.52467 -2.83451 2.41520 0.0878
H 0.53407 -5.49771 0.14746 0.5001
H 1.88644 -4.64646 -2.06357 0.5477
H 1.69296 -2.49417 -3.47553 0.4769
H 2.61011 -1.38658 -2.47832 0.2253
H 0.91910 -1.05505 -2.84389 0.1498
```

Summary:
- Lowest unoccupied orbital energy: -4.193 eV
- Total energy: -132829.557 eV
- Kohn-Sham gap: 5.90 eV
- 2S+1: 1
- Strongest force on any atom: 0.9 eV/Å
- Charge: +1
- ΔE to the lowest compared entry with this formula, charge and spin: 0.0000 eV

---

# C37H33MnN4P2S5Se

A molecular structure, C37H33MnN4P2S5Se (ωB97M-V with the def2-TZVPD basis set, the Open Molecules 2025 dataset).

```
83
Properties=species:S:1:pos:R:3:mulliken_charge:R:1
Mn -0.81887 -0.42131 1.24523 0.3289
N -0.23073 0.98116 -1.35432 0.2524
P -1.66684 0.05587 -1.16501 0.6323
C -1.78654 -0.84385 -2.73231 0.3059
C -3.04266 -1.17856 -3.23845 -0.9463
C -3.14998 -1.91837 -4.40669 -0.6213
C -2.00375 -2.33351 -5.07234 -0.3999
C -0.75009 -2.01526 -4.56700 -0.8372
C -0.63800 -1.27733 -3.39442 -0.3742
C -3.07360 1.20293 -1.23466 0.5591
C -3.93418 1.28187 -0.14316 -0.3129
C -4.99030 2.19040 -0.13440 -0.6577
C -5.17592 3.03510 -1.21666 -0.4945
C -4.31848 2.96860 -2.31276 -0.8296
C -3.28071 2.05180 -2.32471 -0.5245
P 0.29666 1.52443 0.18197 0.6731
C -0.46995 3.15309 0.46953 0.6902
C -0.35584 4.17169 -0.47999 -0.4548
C -1.00122 5.38331 -0.28840 -0.8530
C -1.76172 5.59486 0.86008 -0.5310
C -1.87669 4.59410 1.81240 -0.6766
C -1.23391 3.37569 1.61320 -0.1432
C 2.04088 1.93019 -0.10573 0.1995
C 2.78868 1.09839 -0.93459 -0.1690
C 4.14860 1.32748 -1.11374 -0.7214
C 4.76731 2.38097 -0.45255 -0.4279
C 4.02586 3.20941 0.38722 -0.6002
C 2.66494 2.98548 0.56341 -0.8559
H -0.15094 1.58549 -2.16378 0.4544
H -3.94105 -0.86701 -2.71802 0.4502
H -4.12851 -2.17486 -4.79415 0.4137
H -2.08827 -2.91666 -5.98147 0.4314
H 0.14392 -2.35587 -5.07642 0.4290
H 0.33956 -1.05545 -2.98644 0.4538
H -3.78961 0.62330 0.70153 0.3284
H -5.66520 2.23559 0.71186 0.4360
H -5.99427 3.74589 -1.21469 0.4103
H -4.46657 3.63102 -3.15678 0.4376
H -2.63287 1.98616 -3.19322 0.4235
H 0.24929 4.02460 -1.37085 0.3964
H -0.91020 6.16728 -1.02946 0.4344
H -2.26174 6.54484 1.01127 0.4092
H -2.46431 4.76043 2.70863 0.4416
H -1.32139 2.59710 2.36024 0.2360
H 2.30783 0.26465 -1.43214 0.3400
H 4.72255 0.67965 -1.76503 0.4691
H 5.82652 2.56341 -0.59409 0.4234
H 4.50675 4.03333 0.90184 0.4104
H 2.09384 3.62506 1.22391 0.4260
C -2.79234 -4.03232 1.96767 -0.8960
S -2.81974 -2.69144 0.75667 0.1633
C -1.72719 -3.33128 -0.44807 0.0143
C -0.40067 -3.14226 -0.43350 -0.3675
S 0.55839 -2.28881 0.76559 -0.0194
S 0.45265 -3.81930 -1.78852 -0.0441
C -0.90508 -4.45840 -2.66359 0.0683
S -0.78021 -5.18609 -4.11362 -0.1107
S -2.38753 -4.20642 -1.81122 -0.1233
H -3.46821 -3.75046 2.77703 0.3951
H -1.78124 -4.16508 2.35112 0.1943
H -3.14884 -4.95358 1.51353 0.3709
C 1.70891 -2.40691 4.06026 -0.9786
N 2.59682 -1.64193 3.18753 0.3388
C 2.47221 -0.32114 2.91844 -0.4229
Se 1.15068 0.83541 3.53534 -0.1339
N 3.49507 -0.01016 2.10165 0.2634
C 4.28111 -1.13077 1.81999 0.7139
C 5.40952 -1.30361 1.03386 -0.6208
C 5.93617 -2.58243 0.97334 -0.7000
C 5.34898 -3.64493 1.67407 -0.7490
C 4.22208 -3.45886 2.45612 -1.0799
C 3.70654 -2.17470 2.51147 1.1788
H 1.64626 -1.92468 5.03176 0.3604
H 2.12120 -3.40522 4.17228 0.2946
H 0.72142 -2.48246 3.62514 0.2824
H 3.62089 0.92024 1.73286 -0.0152
H 5.85725 -0.47580 0.49758 0.4676
H 6.81723 -2.76677 0.37089 0.4190
H 5.78446 -4.63301 1.60146 0.4066
H 3.76721 -4.28491 2.98832 0.3314
N -2.36466 -0.44971 4.11642 -0.0918
C -1.84645 -0.43253 3.09640 -0.0633
H -2.80117 -0.40626 5.01789 0.2883
```

Summary:
- Lowest unoccupied orbital energy (alpha / beta): -2.262 / -2.851 eV
- Expectation value of S²: 8.76
- Total energy: -214283.074 eV
- Kohn-Sham gap (alpha / beta): 7.44 / 6.91 eV
- 2S+1: 6
- Strongest force on any atom: 1.1 eV/Å
- Charge: +1
- ΔE to the lowest compared entry with this formula, charge and spin: 0.1742 eV

---

# C37H33MnN4P2S5Se

A molecular structure, C37H33MnN4P2S5Se (ωB97M-V with the def2-TZVPD basis set, the Open Molecules 2025 dataset).

```
83
Properties=species:S:1:pos:R:3:mulliken_charge:R:1
Mn 0.56895 -0.95340 0.16441 1.3782
N -0.49414 1.83253 -1.00780 0.1293
P 1.13602 1.36501 -1.16648 0.0994
C 2.04743 2.86353 -0.74543 0.2613
C 2.95247 3.45181 -1.62560 -0.4292
C 3.68650 4.56173 -1.22580 -0.7066
C 3.51942 5.08326 0.04863 -0.5608
C 2.61865 4.49615 0.93083 -0.6548
C 1.88876 3.38694 0.53875 -0.3947
C 1.41283 1.07944 -2.93787 0.6596
C 2.20136 -0.00974 -3.30207 -0.4547
C 2.38496 -0.33075 -4.64080 -0.7292
C 1.76280 0.42632 -5.62138 -0.5697
C 0.96881 1.51152 -5.26670 -0.7892
C 0.79983 1.84069 -3.93157 -0.0805
P -1.42064 0.42339 -0.84692 0.3569
C -2.02342 -0.00927 -2.49132 0.7370
C -2.95160 0.78109 -3.16994 -0.5975
C -3.26931 0.49960 -4.48885 -0.7552
C -2.66337 -0.57233 -5.13457 -0.5687
C -1.74693 -1.36742 -4.46255 -0.6869
C -1.42886 -1.08709 -3.14115 -0.1249
C -2.86937 0.92109 0.10944 -0.4236
C -2.75136 1.93823 1.06159 -0.1637
C -3.81177 2.22036 1.91078 -0.6804
C -4.98745 1.48242 1.82718 -0.5091
C -5.10537 0.46707 0.88859 -0.6691
C -4.05153 0.18417 0.02912 -0.4526
H -0.84348 2.66386 -1.47066 0.4371
H 3.08639 3.05031 -2.62311 0.3811
H 4.38546 5.01937 -1.91445 0.4096
H 4.09050 5.94905 0.35913 0.4088
H 2.49676 4.89675 1.92888 0.4209
H 1.21079 2.90988 1.23850 0.4472
H 2.66997 -0.61763 -2.53632 0.3539
H 3.00381 -1.17584 -4.91518 0.4289
H 1.89302 0.17362 -6.66619 0.4101
H 0.48399 2.10127 -6.03443 0.4259
H 0.17854 2.68957 -3.66815 0.3388
H -3.43076 1.61364 -2.66603 0.4442
H -3.99090 1.11234 -5.01391 0.4374
H -2.91320 -0.79076 -6.16528 0.4142
H -1.28173 -2.20650 -4.96432 0.4740
H -0.71489 -1.70978 -2.61533 0.2254
H -1.83018 2.50359 1.13616 0.3748
H -3.72088 3.01929 2.63617 0.4584
H -5.81290 1.70063 2.49306 0.4154
H -6.01939 -0.10975 0.82356 0.4244
H -4.14204 -0.61952 -0.69210 0.4753
C 5.07954 0.89504 -0.02868 -0.9388
S 3.94199 0.74073 1.36261 0.1238
C 3.71144 -0.99060 1.43831 0.6565
C 2.61337 -1.55359 1.99468 -0.7847
S 1.13183 -0.75427 2.48759 -0.3806
S 2.69342 -3.28556 2.20766 0.0330
C 4.14558 -3.57135 1.31530 -0.0362
S 4.65367 -5.05583 0.84090 -0.1800
S 4.96072 -2.09730 0.90105 -0.0999
H 5.23684 1.96489 -0.15292 0.3242
H 4.64959 0.49498 -0.94768 0.2102
H 6.04039 0.42412 0.17025 0.5116
C -0.91735 -4.61152 3.16138 -1.0604
N -1.42097 -3.25318 3.22133 0.2661
C -1.71003 -2.47061 2.16903 -0.3224
Se -1.53690 -2.89930 0.37127 -0.1852
N -2.17089 -1.29890 2.64543 0.7256
C -2.13769 -1.29772 4.03309 0.6814
C -2.48258 -0.34158 4.97531 -0.7203
C -2.30892 -0.68699 6.30463 -0.6266
C -1.81274 -1.93982 6.67540 -0.6312
C -1.47552 -2.89477 5.73127 -0.7540
C -1.65207 -2.54710 4.40059 0.3447
H -1.13939 -5.02355 2.18205 0.3303
H -1.41208 -5.20486 3.92805 0.3998
H 0.15575 -4.62443 3.32442 0.3195
H -2.49872 -0.55755 2.04441 -0.1361
H -2.86709 0.62773 4.68415 0.4890
H -2.56215 0.02830 7.07631 0.4132
H -1.68778 -2.16658 7.72581 0.4028
H -1.08524 -3.86066 6.02302 0.4419
N 2.21901 -3.67400 -1.10173 -0.0973
C 1.68407 -2.71422 -0.77117 -0.2615
H 2.78833 -4.45964 -1.36562 0.3152
```

Summary:
- Lowest unoccupied orbital energy (alpha / beta): -2.351 / -2.549 eV
- Expectation value of S²: 8.76
- Total energy: -214283.248 eV
- Kohn-Sham gap (alpha / beta): 7.25 / 7.18 eV
- 2S+1: 6
- Strongest force on any atom: 0.6 eV/Å
- Charge: +1
- ΔE to the lowest compared entry with this formula, charge and spin: 0.0000 eV

---

Q: Number 4 is which compound?
A: C37H33MnN4P2S5Se

---

Q: Which of these has the lowest total energy?
A: C37H33Br34F9N2